No. 1
Density functional theory data (ωB97M-V with the def2-TZVPD basis set) for 9 unconnected molecules or ions with the total composition C35H45Cl4F4N3O3 in a non-equilibrium geometry.

XYZ file:
```
94
Properties=species:S:1:pos:R:3
C -1.75 2.47 -6.31
C -0.59 2.61 -5.33
O 0.41 3.23 -5.67
N -0.80 2.12 -4.11
C 0.13 2.20 -3.01
H -1.45 1.77 -7.09
H -1.91 3.41 -6.84
H -2.69 2.11 -5.89
H -1.69 1.68 -3.91
H 1.15 1.91 -3.32
H -0.18 1.49 -2.25
H 0.33 3.22 -2.69
C -2.82 0.61 -0.58
C -3.70 0.63 -1.82
O -3.17 0.88 -2.90
N -5.01 0.54 -1.61
C -6.00 0.51 -2.68
H -2.54 1.64 -0.37
H -1.90 0.12 -0.88
H -3.35 0.03 0.18
H -5.32 0.42 -0.67
H -5.54 0.58 -3.66
H -6.66 1.36 -2.51
H -6.62 -0.39 -2.66
C 4.66 -1.23 4.27
C 3.19 -0.81 4.38
O 2.88 0.36 4.19
N 2.27 -1.77 4.64
C 0.85 -1.67 4.42
H 4.80 -2.23 4.68
H 5.24 -0.49 4.81
H 4.85 -1.17 3.20
H 2.54 -2.71 4.90
H 0.51 -2.53 3.84
H 0.46 -0.85 3.82
H 0.26 -1.74 5.33
C -0.11 -0.41 1.02
Cl -1.13 -1.89 1.28
Cl -0.45 1.01 2.03
H 0.86 -0.71 1.41
H 0.01 -0.20 -0.03
C -3.18 -0.58 4.17
Cl -2.91 -1.74 5.47
Cl -4.86 -0.02 4.10
H -2.66 0.37 4.25
H -2.92 -1.07 3.25
F -2.37 -3.88 -0.89
C -3.70 -3.66 -0.99
C -4.42 -4.05 -2.09
C -5.78 -3.72 -2.11
C -6.37 -3.04 -1.10
C -5.64 -2.74 0.06
C -4.29 -3.04 0.11
H -3.95 -4.62 -2.88
H -6.26 -4.06 -3.03
H -7.40 -2.71 -1.09
H -6.08 -2.07 0.79
H -3.67 -2.74 0.95
F 6.21 0.48 1.89
C 5.33 0.68 0.89
C 5.80 0.52 -0.39
C 4.96 0.78 -1.47
C 3.62 1.03 -1.25
C 3.16 1.07 0.07
C 4.00 1.00 1.16
H 6.87 0.37 -0.41
H 5.35 0.74 -2.48
H 3.01 1.04 -2.14
H 2.12 1.38 0.20
H 3.59 1.18 2.15
F 2.20 3.68 1.14
C 1.28 4.26 0.37
C 1.69 4.89 -0.80
C 0.78 5.58 -1.56
C -0.55 5.67 -1.19
C -0.93 5.05 0.01
C -0.03 4.34 0.80
H 2.74 4.75 -1.03
H 1.14 6.02 -2.49
H -1.29 6.18 -1.78
H -1.97 5.16 0.30
H -0.34 3.84 1.71
F 2.53 -1.92 -0.29
C 3.25 -2.65 0.59
C 2.64 -3.28 1.67
C 3.41 -4.21 2.36
C 4.76 -4.38 2.14
C 5.35 -3.73 1.06
C 4.57 -2.92 0.25
H 1.63 -3.09 1.96
H 2.91 -4.73 3.18
H 5.26 -5.17 2.69
H 6.36 -3.93 0.73
H 5.01 -2.43 -0.61
```

SMILES = Fc1ccccc1.Fc1ccccc1.Fc1ccccc1.Fc1ccccc1.CNC(C)=O.CNC(C)=O.CNC(C)=O.ClCCl.ClCCl
multiplicity = 1
E_tot = -108597.9969 eV
HOMO = -8.97 eV
max |F| = 2.23 eV Å⁻¹
lowest unoccupied orbital energy = 0.3 eV



No. 2
Density functional theory data (ωB97M-V with the def2-TZVPD basis set) for a single C5H8O molecule.

XYZ file:
```
14
Properties=species:S:1:pos:R:3
C -1.91 -0.18 0.07
C -0.42 -0.20 -0.07
C 0.60 0.26 0.98
C 1.68 0.27 -0.14
C 0.56 -0.01 -1.14
O 0.11 -1.32 -0.78
H -2.27 0.75 0.50
H -2.40 -0.35 -0.90
H -2.20 -1.01 0.73
H 0.36 1.29 1.27
H 0.75 -0.35 1.87
H 2.36 -0.59 -0.09
H 2.25 1.20 -0.23
H 0.46 0.30 -2.18
```

ΔE to the lowest compared entry with this formula, charge and spin = 2.0322 eV
SMILES = C[C@]12CC[C@H]1O2
multiplicity = 1
E_tot = -7360.2231 eV
HOMO = -9.59 eV
max |F| = 0.37 eV Å⁻¹
lowest unoccupied orbital energy = 1.1 eV



No. 3
Density functional theory data (ωB97M-V with the def2-TZVPD basis set) for a single C7H14 molecule in a non-equilibrium geometry.

XYZ file:
```
21
Properties=species:S:1:pos:R:3
C 0.44 0.49 0.85
C 0.49 -0.64 -0.12
C -0.73 -1.40 -0.51
C 0.70 0.58 -0.96
C 1.54 0.57 1.87
C -0.83 1.18 1.26
C -0.95 -0.96 -2.16
H 1.36 -1.29 -0.05
H -1.64 -1.14 0.03
H -0.59 -2.48 -0.45
H -0.06 1.25 -1.35
H 1.70 0.82 -1.30
H 1.19 0.20 2.84
H 2.41 -0.03 1.60
H -1.53 1.32 0.43
H -1.34 0.61 2.05
H -0.62 2.18 1.67
H 1.86 1.61 2.02
H -0.43 -0.38 -2.93
H -1.97 -0.56 -2.12
H -0.99 -1.93 -2.67
```

ΔE to the lowest compared entry with this formula, charge and spin = 3.2808 eV
SMILES = CC[C@H]1CC1(C)C
multiplicity = 1
E_tot = -7483.0136 eV
HOMO = -8.08 eV
max |F| = 4.43 eV Å⁻¹
lowest unoccupied orbital energy = 1.1 eV



No. 4
Density functional theory data (ωB97M-V with the def2-TZVPD basis set) for a single C6H10N2 molecule in a non-equilibrium geometry.

XYZ file:
```
18
Properties=species:S:1:pos:R:3
C 2.40 1.39 -1.58
C 1.54 1.17 -0.53
C 0.03 1.29 -0.61
C -0.44 -0.16 -0.31
C -0.80 -0.64 1.93
C -1.69 -1.62 1.27
H 1.98 1.81 -2.47
H 3.48 1.20 -1.54
H 1.98 0.89 0.41
H -0.29 1.68 -1.59
H -0.47 1.87 0.26
H 0.91 -0.86 -1.58
H 0.19 -1.08 2.12
H -1.20 -0.03 2.68
H -2.72 -1.70 1.53
H -1.19 -2.42 0.84
N 0.14 -1.16 -0.92
N -1.41 -0.25 0.67
```

ΔE to the lowest compared entry with this formula, charge and spin = 2.9902 eV
SMILES = [H]/N=C(\CC=C)N1CC1
multiplicity = 1
E_tot = -9361.4468 eV
HOMO = -9.55 eV
max |F| = 4.15 eV Å⁻¹
lowest unoccupied orbital energy = 1.1 eV



No. 5
Density functional theory data (ωB97M-V with the def2-TZVPD basis set) for 2 unconnected molecules or ions with the total composition C2H3BrO in a non-equilibrium geometry.

XYZ file:
```
7
Properties=species:S:1:pos:R:3
C -0.57 -0.16 -0.78
C 0.30 -0.05 0.44
O -0.27 -0.72 -1.78
Br -0.43 0.57 2.11
H -1.52 0.25 -0.72
H 0.96 -0.99 0.67
H 1.53 1.09 0.06
```

ΔE to the lowest compared entry with this formula, charge and spin = 3.0610 eV
multiplicity = 1
E_tot = -74209.3520 eV
HOMO = -10.17 eV
max |F| = 4.99 eV Å⁻¹
lowest unoccupied orbital energy = -0.5 eV



No. 6
Density functional theory data (ωB97M-V with the def2-TZVPD basis set) for a single C5H7N3 molecule in a non-equilibrium geometry.

XYZ file:
```
15
Properties=species:S:1:pos:R:3
C 1.56 -0.85 -0.04
C -0.83 -1.42 0.07
C -2.11 -0.56 -0.04
C -1.71 0.68 -0.11
C -0.26 0.88 0.04
H 3.41 -0.47 0.02
H 1.61 -1.90 -0.01
H -0.77 -2.14 -0.73
H -0.85 -1.89 1.11
H -3.09 -0.89 -0.16
H -2.32 1.55 -0.16
H -0.31 2.74 0.10
N 2.54 -0.01 -0.10
N 0.23 -0.43 0.06
N 0.44 1.97 0.07
```

ΔE to the lowest compared entry with this formula, charge and spin = 2.0868 eV
SMILES = [H]/N=C/N1CC=C/C1=N\[H]
multiplicity = 1
E_tot = -9767.3008 eV
HOMO = -8.80 eV
max |F| = 2.93 eV Å⁻¹
lowest unoccupied orbital energy = 0.8 eV



No. 7
Density functional theory data (ωB97M-V with the def2-TZVPD basis set) for a molecular structure, H20KrO10 in a non-equilibrium geometry.

XYZ file:
```
31
Properties=species:S:1:pos:R:3
Kr 0.39 -0.57 0.14
O -2.53 -2.47 -1.97
H -2.66 -2.63 -1.04
H -2.30 -1.54 -2.02
O -2.22 0.45 -2.42
H -2.21 1.12 -1.73
H -1.35 0.51 -2.82
O 1.51 -1.11 4.10
H 1.79 -1.28 3.20
H 0.59 -0.84 4.02
O 3.11 0.74 -1.13
H 3.51 1.28 -1.81
H 2.51 0.16 -1.60
O -0.22 -3.01 -3.05
H -0.38 -3.30 -3.95
H -1.09 -2.77 -2.73
O 2.24 -1.47 -2.67
H 2.55 -2.08 -2.01
H 1.38 -1.80 -2.93
O 3.00 2.64 0.97
H 2.77 2.29 1.83
H 3.02 1.87 0.40
O -2.31 2.46 -0.23
H -3.22 2.45 0.08
H -1.78 2.50 0.56
O -0.56 2.81 1.85
H 0.17 2.43 2.35
H -1.31 2.74 2.44
O -1.12 -0.34 4.08
H -1.50 -0.97 4.70
H -1.77 -0.25 3.39
```

ΔE to the lowest compared entry with this formula, charge and spin = 0.4046 eV
multiplicity = 1
E_tot = -95729.9868 eV
HOMO = -10.83 eV
max |F| = 1.40 eV Å⁻¹
lowest unoccupied orbital energy = -0.3 eV



What did the sixth record say?
Density functional theory data (ωB97M-V with the def2-TZVPD basis set) for a single C5H7N3 molecule in a non-equilibrium geometry.

XYZ file:
```
15
Properties=species:S:1:pos:R:3
C 1.56 -0.85 -0.04
C -0.83 -1.42 0.07
C -2.11 -0.56 -0.04
C -1.71 0.68 -0.11
C -0.26 0.88 0.04
H 3.41 -0.47 0.02
H 1.61 -1.90 -0.01
H -0.77 -2.14 -0.73
H -0.85 -1.89 1.11
H -3.09 -0.89 -0.16
H -2.32 1.55 -0.16
H -0.31 2.74 0.10
N 2.54 -0.01 -0.10
N 0.23 -0.43 0.06
N 0.44 1.97 0.07
```

ΔE to the lowest compared entry with this formula, charge and spin = 2.0868 eV
SMILES = [H]/N=C/N1CC=C/C1=N\[H]
multiplicity = 1
E_tot = -9767.3008 eV
HOMO = -8.80 eV
max |F| = 2.93 eV Å⁻¹
lowest unoccupied orbital energy = 0.8 eV



What did the third record say?
Density functional theory data (ωB97M-V with the def2-TZVPD basis set) for a single C7H14 molecule in a non-equilibrium geometry.

XYZ file:
```
21
Properties=species:S:1:pos:R:3
C 0.44 0.49 0.85
C 0.49 -0.64 -0.12
C -0.73 -1.40 -0.51
C 0.70 0.58 -0.96
C 1.54 0.57 1.87
C -0.83 1.18 1.26
C -0.95 -0.96 -2.16
H 1.36 -1.29 -0.05
H -1.64 -1.14 0.03
H -0.59 -2.48 -0.45
H -0.06 1.25 -1.35
H 1.70 0.82 -1.30
H 1.19 0.20 2.84
H 2.41 -0.03 1.60
H -1.53 1.32 0.43
H -1.34 0.61 2.05
H -0.62 2.18 1.67
H 1.86 1.61 2.02
H -0.43 -0.38 -2.93
H -1.97 -0.56 -2.12
H -0.99 -1.93 -2.67
```

ΔE to the lowest compared entry with this formula, charge and spin = 3.2808 eV
SMILES = CC[C@H]1CC1(C)C
multiplicity = 1
E_tot = -7483.0136 eV
HOMO = -8.08 eV
max |F| = 4.43 eV Å⁻¹
lowest unoccupied orbital energy = 1.1 eV